A structure of composition C49H43GeN3O2PPd. Source: the Open Molecules 2025 dataset; level of theory: ωB97M-V/def2-TZVPD.

Structure (ORCA input):
```
! RIJCOSX wB97M-V def2-TZVPD def2/J DEFGRID3
* xyz 0 2
Pd -0.87 -0.98 -1.29
N 0.63 0.28 1.60
P -0.54 -1.00 1.61
C -1.05 -0.91 3.37
C -2.43 -0.97 3.60
C -2.93 -0.91 4.90
C -2.06 -0.78 5.97
C -0.69 -0.71 5.75
C -0.19 -0.78 4.46
C 0.57 -2.46 1.60
C 1.83 -2.48 2.19
C 2.62 -3.62 2.12
C 2.16 -4.74 1.45
C 0.91 -4.72 0.85
C 0.13 -3.58 0.92
C 0.66 1.28 0.63
C 1.30 2.49 0.91
C 1.32 3.47 -0.05
C 0.70 3.23 -1.28
C 0.09 2.02 -1.46
N 0.09 1.04 -0.54
H 1.01 0.58 2.49
H -3.11 -1.07 2.76
H -4.00 -0.97 5.06
H -2.45 -0.72 6.98
H -0.01 -0.61 6.59
H 0.88 -0.75 4.32
H 2.21 -1.61 2.71
H 3.60 -3.63 2.59
H 2.78 -5.63 1.38
H 0.56 -5.59 0.30
H -0.84 -3.55 0.43
H 1.74 2.66 1.89
H 1.81 4.42 0.15
H 0.67 3.98 -2.06
H -0.43 1.79 -2.38
C 7.29 -1.25 -1.87
O 6.29 -0.85 -0.95
C 6.33 0.42 -0.49
C 7.35 1.33 -0.76
C 7.28 2.62 -0.24
C 6.21 3.02 0.54
C 5.18 2.11 0.80
C 5.24 0.83 0.29
N 4.19 -0.09 0.55
C 3.28 -0.52 -0.32
C 3.04 -0.17 -1.64
C 3.75 0.82 -2.41
C 3.39 1.10 -3.68
C 2.28 0.41 -4.27
C 1.57 -0.51 -3.59
C 1.90 -0.86 -2.22
O 1.24 -1.71 -1.57
H 7.02 -2.26 -2.17
H 8.27 -1.25 -1.41
H 7.29 -0.60 -2.75
H 8.19 1.05 -1.37
H 8.07 3.32 -0.46
H 6.16 4.02 0.94
H 4.32 2.40 1.38
H 4.16 -0.52 1.46
H 2.60 -1.27 0.07
H 4.57 1.37 -1.96
H 3.92 1.86 -4.24
H 2.00 0.65 -5.29
H 0.72 -1.03 -4.03
C -5.96 -0.19 -4.94
C -6.54 -0.24 -3.68
C -5.73 -0.28 -2.55
C -4.34 -0.27 -2.65
C -3.78 -0.22 -3.93
C -4.58 -0.17 -5.07
Ge -3.16 -0.27 -1.06
C -3.15 1.63 -0.49
C -2.74 1.96 0.81
C -2.54 3.28 1.20
C -2.75 4.31 0.28
C -3.18 4.00 -1.00
C -3.37 2.68 -1.38
C -4.25 -1.15 0.34
C -5.10 -0.46 1.20
C -5.83 -1.12 2.18
C -5.73 -2.50 2.32
C -4.90 -3.21 1.46
C -4.17 -2.53 0.49
H -6.59 -0.15 -5.83
H -7.62 -0.26 -3.58
H -6.20 -0.33 -1.57
H -2.70 -0.22 -4.03
H -4.12 -0.13 -6.05
H -2.57 1.17 1.54
H -2.23 3.51 2.21
H -2.60 5.34 0.58
H -3.36 4.80 -1.72
H -3.71 2.46 -2.39
H -5.18 0.62 1.13
H -6.48 -0.56 2.85
H -6.29 -3.02 3.08
H -4.81 -4.28 1.56
H -3.51 -3.10 -0.16
*
```

Calculated values
- energy (eV) = -129360.5214
- HOMO level (alpha / beta) (eV) = -6.2 / -7.0
- energy above the lowest of the compared OMol25 structures with the same formula, charge and spin (kcal per mole) = 0.0
- HOMO-LUMO gap (alpha / beta) (eV) = 5.803 / 6.624


A structure of composition C49H45CsIN9OS in a non-equilibrium geometry. Source: the Open Molecules 2025 dataset; level of theory: ωB97M-V/def2-TZVPD.

Structure (ORCA input):
```
! RIJCOSX wB97M-V def2-TZVPD def2/J DEFGRID3
* xyz -2 1
Cs 0.39 -1.42 -0.28
C -1.94 -0.64 6.85
C -0.64 0.01 6.39
C 0.06 -0.79 5.36
N 0.56 -0.30 4.28
N 1.16 -1.18 3.49
C 1.15 -2.39 3.95
N 1.77 -3.45 3.38
S 0.33 -2.54 5.52
H -2.43 -0.02 7.60
H -1.73 -1.62 7.29
H -2.61 -0.78 6.01
H 0.02 0.15 7.25
H -0.84 0.99 5.95
H 2.06 -3.26 2.42
H 1.34 -4.35 3.51
N -6.53 3.09 -1.14
C -7.55 3.88 -0.70
C -8.62 4.47 -1.35
C -9.47 5.25 -0.58
C -9.26 5.42 0.79
C -8.20 4.82 1.45
C -7.32 4.04 0.69
N -6.20 3.37 1.06
C -5.73 2.80 -0.04
C -4.55 2.02 -0.13
C -3.79 1.71 1.03
C -2.67 0.93 0.90
N -2.21 0.45 -0.25
C -2.91 0.76 -1.35
C -4.05 1.52 -1.35
H -6.40 2.73 -2.07
H -8.78 4.34 -2.41
H -10.31 5.74 -1.05
H -9.95 6.03 1.35
H -8.04 4.95 2.51
H -4.14 2.08 1.98
H -2.09 0.67 1.78
H -2.51 0.36 -2.28
H -4.55 1.72 -2.29
O 0.64 1.12 -0.51
C 0.81 2.32 -0.40
C 1.46 3.13 -1.50
C 2.77 3.78 -1.06
C 2.60 5.08 -0.29
C 1.96 4.89 1.08
C 0.52 4.38 0.97
N 0.43 2.97 0.72
H 0.75 3.89 -1.87
H 1.66 2.42 -2.31
H 3.37 3.99 -1.95
H 3.34 3.06 -0.46
H 2.00 5.78 -0.87
H 3.59 5.54 -0.15
H 1.95 5.84 1.62
H 2.54 4.17 1.66
H 0.01 4.94 0.17
H -0.02 4.59 1.90
H 0.00 2.38 1.42
C 3.43 -1.46 -0.36
C 4.17 -0.89 -1.18
C 5.03 -0.30 -2.12
C 5.31 -1.05 -3.31
C 4.47 -2.13 -3.66
C 4.70 -2.91 -4.77
C 5.79 -2.64 -5.60
C 6.66 -1.61 -5.25
C 6.43 -0.84 -4.14
C 5.55 1.01 -1.85
C 5.90 1.95 -2.84
C 6.31 3.22 -2.52
C 6.41 3.63 -1.20
C 6.05 2.73 -0.20
C 5.62 1.46 -0.51
H 3.61 -2.34 -3.04
H 4.03 -3.72 -5.01
H 5.97 -3.25 -6.48
H 7.53 -1.42 -5.88
H 7.15 -0.07 -3.88
H 5.79 1.68 -3.89
H 6.56 3.92 -3.31
H 6.74 4.63 -0.95
H 6.11 3.04 0.84
H 5.33 0.78 0.28
I 0.00 -9.08 -0.59
C 1.21 -7.33 -0.45
C 2.52 -7.45 0.01
C 3.27 -6.28 0.11
C 2.69 -5.09 -0.29
N 1.44 -5.00 -0.74
C 0.70 -6.10 -0.80
H 2.95 -8.41 0.27
H 4.28 -6.31 0.48
H 3.23 -4.15 -0.25
H -0.32 -5.97 -1.14
N -6.66 -6.69 0.05
C -5.69 -6.06 0.03
C -4.52 -5.30 0.03
C -3.36 -5.78 0.64
C -2.21 -5.01 0.64
C -2.12 -3.73 0.05
C -3.32 -3.30 -0.55
C -4.49 -4.04 -0.57
H -3.37 -6.76 1.12
H -1.33 -5.42 1.13
H -3.35 -2.32 -1.02
H -5.39 -3.67 -1.05
*
```

Calculated values
- energy (eV) = -86482.9743
- HOMO level (alpha / beta) (eV) = -1.9 / 0.2
- energy above the lowest of the compared OMol25 structures with the same formula, charge and spin (kcal per mole) = 27.3
- HOMO-LUMO gap (alpha / beta) (eV) = 5.030 / 2.917


A structure of composition C49H45MnN4O2P3S2. Source: the Open Molecules 2025 dataset; level of theory: ωB97M-V/def2-TZVPD.

Structure (ORCA input):
```
! RIJCOSX wB97M-V def2-TZVPD def2/J DEFGRID3
* xyz 1 5
Mn 0.52 0.37 0.25
C 3.20 -2.21 1.27
N 2.74 -1.86 -0.10
P 2.75 -0.19 -0.46
C 3.07 -0.05 -2.23
C 2.29 0.79 -3.02
C 2.59 0.91 -4.37
C 3.66 0.23 -4.92
C 4.45 -0.60 -4.12
C 4.15 -0.74 -2.78
C 4.13 0.59 0.38
C 5.41 0.04 0.23
C 6.50 0.67 0.79
C 6.32 1.86 1.49
C 5.06 2.41 1.63
C 3.96 1.77 1.07
P 1.02 -2.24 -0.25
C 1.10 -4.01 0.25
C 2.19 -4.74 -0.23
C 2.31 -6.09 0.06
C 1.35 -6.72 0.83
C 0.28 -6.00 1.33
C 0.16 -4.64 1.04
C 0.69 -2.32 -2.03
C 1.53 -2.94 -2.96
C 1.21 -2.94 -4.30
C 0.03 -2.34 -4.74
C -0.81 -1.73 -3.82
C -0.48 -1.71 -2.48
H 4.15 -1.72 1.47
H 3.34 -3.28 1.33
H 2.48 -1.89 2.04
H 1.47 1.34 -2.59
H 1.99 1.56 -5.00
H 3.90 0.33 -5.97
H 5.28 -1.13 -4.55
H 4.74 -1.41 -2.16
H 5.56 -0.89 -0.32
H 7.49 0.24 0.68
H 7.18 2.35 1.93
H 4.92 3.33 2.18
H 2.99 2.22 1.18
H 2.97 -4.25 -0.79
H 3.16 -6.64 -0.31
H 1.44 -7.78 1.06
H -0.46 -6.47 1.95
H -0.68 -4.09 1.44
H 2.45 -3.40 -2.64
H 1.87 -3.40 -5.01
H -0.22 -2.34 -5.79
H -1.73 -1.26 -4.15
H -1.15 -1.24 -1.76
O 1.66 3.89 0.35
C 0.68 3.25 0.05
O 0.77 2.04 -0.52
C -0.70 3.79 0.24
C -0.79 5.18 0.30
C -2.02 5.81 0.33
C -3.18 5.04 0.28
C -3.09 3.66 0.24
C -1.86 3.01 0.24
P -1.88 1.18 0.36
C -2.82 0.86 1.88
C -2.13 0.40 2.99
C -2.78 0.20 4.20
C -4.14 0.44 4.30
C -4.85 0.91 3.20
C -4.19 1.12 2.00
C -2.90 0.80 -1.10
C -4.02 -0.02 -1.07
C -4.75 -0.26 -2.23
C -4.35 0.31 -3.43
C -3.23 1.12 -3.47
C -2.51 1.37 -2.31
H 0.13 5.74 0.31
H -2.08 6.88 0.38
H -4.15 5.52 0.27
H -4.01 3.09 0.19
H -1.06 0.21 2.93
H -2.22 -0.15 5.06
H -4.65 0.28 5.24
H -5.90 1.11 3.27
H -4.76 1.48 1.16
H -4.33 -0.47 -0.14
H -5.63 -0.89 -2.19
H -4.92 0.12 -4.33
H -2.93 1.58 -4.40
H -1.65 2.03 -2.35
C -5.31 -2.78 1.39
N -4.72 -3.28 0.18
C -5.50 -4.02 -0.81
C -4.45 -4.42 -1.87
N -3.27 -3.73 -1.39
C -3.44 -3.15 -0.19
S -2.22 -2.37 0.67
H -5.75 -3.59 1.96
H -6.09 -2.05 1.15
H -4.54 -2.29 1.98
H -6.29 -3.38 -1.22
H -5.98 -4.88 -0.34
H -4.73 -4.07 -2.86
H -4.30 -5.50 -1.90
H -2.35 -3.81 -1.79
S 2.46 1.23 4.39
C 1.67 0.77 3.09
N 1.09 0.41 2.13
*
```

Calculated values
- energy (eV) = -142453.4597
- HOMO level (alpha / beta) (eV) = -10.3 / -10.5
- energy above the lowest of the compared OMol25 structures with the same formula, charge and spin (kcal per mole) = 25.9
- HOMO-LUMO gap (alpha / beta) (eV) = 5.785 / 7.612


A structure of composition C49H46BF10IN4O6ScTe in a non-equilibrium geometry. Source: the Open Molecules 2025 dataset; level of theory: ωB97M-V/def2-TZVPD.

Structure (ORCA input):
```
! RIJCOSX wB97M-V def2-TZVPD def2/J DEFGRID3
* xyz -2 2
Sc -0.03 0.13 -0.48
F 1.31 2.63 1.35
B 1.22 1.58 2.27
F 0.40 1.89 3.35
F 2.49 1.16 2.67
F 0.60 0.42 1.57
N 3.62 -0.58 0.60
C 3.22 0.51 -0.05
O 2.20 0.53 -0.73
C 4.01 1.79 -0.01
I 5.84 1.82 1.10
H 3.00 -1.38 0.59
H 4.36 -0.54 1.27
H 3.37 2.55 0.43
H 4.26 2.06 -1.03
C -3.80 3.57 5.82
C -3.72 2.20 6.07
C -3.24 1.34 5.09
C -2.85 1.83 3.85
C -2.92 3.19 3.61
C -3.39 4.06 4.59
C -2.35 0.94 2.76
C -2.23 -0.35 2.82
C -2.03 -1.69 2.57
C -3.09 -2.50 2.06
C -2.88 -3.83 1.80
C -1.63 -4.42 2.02
C -0.59 -3.65 2.51
C -0.77 -2.31 2.79
H -4.16 4.24 6.59
H -4.02 1.80 7.03
H -3.17 0.27 5.28
H -2.60 3.58 2.65
H -3.44 5.13 4.39
H -2.05 1.45 1.84
H -4.04 -2.03 1.86
H -3.69 -4.42 1.39
H -1.47 -5.46 1.78
H 0.39 -4.09 2.65
H 0.05 -1.70 3.14
F -2.44 -0.12 -2.35
C -1.59 -1.10 -1.87
F -1.88 -1.11 -0.42
C -2.27 -2.40 -2.28
F -1.95 -2.70 -3.56
F -1.86 -3.43 -1.52
F -3.61 -2.37 -2.22
C 6.55 5.03 -7.30
C 5.47 4.47 -6.42
C 4.68 3.40 -6.83
C 3.69 2.87 -6.01
C 2.91 1.68 -6.53
C 3.43 3.41 -4.73
Te 1.95 2.48 -3.33
N 0.02 1.66 -1.94
C -0.70 2.29 -1.10
O -1.29 1.61 -0.09
C -1.04 3.76 -1.09
C -2.36 4.13 -0.82
C -2.73 5.47 -0.78
C -1.77 6.46 -0.97
C -0.45 6.09 -1.22
C -0.09 4.75 -1.28
C 0.41 2.90 -4.74
C 0.09 4.22 -5.08
C 0.78 5.45 -4.53
C -0.95 4.45 -5.99
C -1.70 3.43 -6.53
C -2.83 3.70 -7.49
C -1.38 2.12 -6.16
C -0.34 1.83 -5.28
C -0.07 0.39 -4.94
C 4.24 4.49 -4.32
C 4.09 5.17 -2.96
C 5.23 5.00 -5.16
H 6.62 4.48 -8.24
H 7.53 4.98 -6.82
H 6.37 6.08 -7.55
H 4.86 2.96 -7.80
H 3.33 1.32 -7.47
H 1.86 1.94 -6.70
H 2.92 0.86 -5.81
H -3.09 3.34 -0.65
H -3.76 5.74 -0.57
H -2.05 7.50 -0.92
H 0.31 6.86 -1.35
H 0.94 4.47 -1.46
H 1.58 5.19 -3.85
H 0.06 6.06 -3.98
H 1.20 6.05 -5.33
H -1.19 5.48 -6.25
H -2.97 4.77 -7.64
H -3.77 3.28 -7.12
H -2.63 3.25 -8.47
H -1.96 1.30 -6.55
H -0.71 -0.27 -5.53
H -0.27 0.20 -3.89
H 0.98 0.13 -5.11
H 3.44 4.61 -2.29
H 3.66 6.17 -3.08
H 5.06 5.28 -2.48
H 5.84 5.83 -4.81
F 2.37 -6.57 -4.56
C 2.84 -5.41 -4.06
C 2.02 -4.50 -3.54
N 2.46 -3.30 -3.04
C 1.52 -2.41 -2.36
C 1.50 -2.64 -0.86
O 2.12 -3.58 -0.37
O 0.82 -1.77 -0.21
C 3.81 -3.02 -2.96
O 4.25 -2.01 -2.47
N 4.63 -3.99 -3.52
C 4.27 -5.20 -4.09
O 5.10 -5.97 -4.55
H 0.95 -4.67 -3.50
H 0.52 -2.60 -2.75
H 1.79 -1.37 -2.57
H 5.61 -3.79 -3.47
*
```

Calculated values
- energy (eV) = -133764.6874
- HOMO level (alpha / beta) (eV) = -2.5 / -2.8
- energy above the lowest of the compared OMol25 structures with the same formula, charge and spin (kcal per mole) = 23.2
- HOMO-LUMO gap (alpha / beta) (eV) = 5.912 / 6.196